(1)
{
  "formula": "C45H42AuBN8O5",
  "method": "wB97M-V/def2-TZVPD",
  "max_force_ev_per_a": 2.871,
  "e_homo_ev": -7.520,
  "e_above_lowest_ev": 0.383,
  "energy_ha": -2714.783630,
  "gap_ev": 7.674,
  "symbols": ["Au", "C", "O", "C", "C", "C", "C", "C", "C", "N", "C", "N", "C", "C", "C", "C", "C", "C", "O", "C", "N", "C", "C", "C", "C", "C", "C", "O", "C", "H", "H", "H", "H", "H", "H", "H", "H", "H", "H", "H", "H", "H", "H", "H", "H", "H", "H", "H", "H", "H", "H", "C", "C", "C", "C", "C", "C", "H", "H", "H", "H", "H", "O", "B", "O", "C", "C", "C", "C", "C", "C", "H", "H", "H", "H", "C", "C", "N", "C", "C", "N", "C", "N", "N", "N", "C", "C", "C", "C", "C", "C", "H", "H", "H", "H", "H", "H", "H", "H", "H", "H", "H"],
  "xyz": [[0.66044, 0.54434, -1.96183], [-4.39420, -3.55635, 0.70204], [-4.49256, -2.87373, 1.94542], [-4.80910, -1.53544, 1.91403], [-5.90006, -1.11737, 2.66310], [-6.26175, 0.21602, 2.70233], [-5.53529, 1.14364, 1.97819], [-4.42754, 0.74765, 1.24851], [-4.03942, -0.58890, 1.21399], [-2.86812, -1.03161, 0.59841], [-2.08963, -0.45245, -0.38569], [-2.76355, 0.32355, -1.26130], [-2.40877, 1.20175, -2.28986], [-1.12507, 1.53874, -2.69867], [-0.96963, 2.42687, -3.75310], [-2.05646, 2.94859, -4.43458], [-3.33734, 2.62507, -4.02159], [-3.52083, 1.78322, -2.94006], [-4.78634, 1.42879, -2.47773], [-5.66702, 2.50148, -2.22419], [-0.84294, -0.74364, -0.48807], [-0.18162, -1.51953, 0.46544], [0.62906, -0.87291, 1.39910], [1.34406, -1.57409, 2.34896], [1.27557, -2.95777, 2.37954], [0.50062, -3.62178, 1.44825], [-0.23415, -2.92402, 0.49245], [-1.02206, -3.69747, -0.33528], [-1.15838, -3.32817, -1.69365], [-4.89105, -4.51910, 0.83657], [-3.35170, -3.73522, 0.42750], [-4.89708, -3.00804, -0.09679], [-6.45143, -1.86271, 3.21299], [-7.11246, 0.52307, 3.28912], [-5.81674, 2.18506, 1.99882], [-3.83201, 1.48902, 0.73744], [-2.40551, -1.78828, 1.08829], [-3.77321, 0.31282, -1.14479], [0.02584, 2.70550, -4.07109], [-1.91453, 3.60589, -5.28073], [-4.19338, 3.02593, -4.54397], [-5.81814, 3.13201, -3.10317], [-5.29816, 3.12840, -1.40416], [-6.61647, 2.05248, -1.93866], [0.66944, 0.20615, 1.36580], [1.93949, -1.04071, 3.07555], [1.83841, -3.51793, 3.11080], [0.42471, -4.69957, 1.44682], [-1.42943, -4.24421, -2.21998], [-0.23005, -2.92532, -2.10112], [-1.95084, -2.59090, -1.84361], [0.18814, -2.98340, -5.46736], [-0.89270, -2.18903, -5.12902], [-0.72875, -1.13116, -4.24138], [0.51675, -0.87161, -3.71170], [1.60503, -1.63639, -4.06877], [1.43607, -2.70560, -4.94268], [0.05628, -3.81536, -6.14286], [-1.86863, -2.38823, -5.54792], [-1.58638, -0.53358, -3.97523], [2.58268, -1.42561, -3.66262], [2.28598, -3.31260, -5.22079], [2.01301, 2.57328, 0.32307], [0.90121, 2.03828, -0.31994], [-0.24529, 2.60856, 0.20365], [0.15028, 3.51405, 1.13649], [-0.60397, 4.37088, 1.91225], [0.08666, 5.24226, 2.74195], [1.47304, 5.23002, 2.81361], [2.23156, 4.34277, 2.06230], [1.54745, 3.49746, 1.21258], [-1.67989, 4.36350, 1.86512], [-0.46834, 5.94171, 3.34750], [1.97548, 5.92284, 3.47071], [3.30665, 4.32592, 2.13853], [4.25181, 1.47613, -1.26021], [3.84038, 0.09558, -0.91658], [2.77095, -0.52776, -1.35549], [2.82528, -1.79729, -0.85936], [3.94955, -1.94459, -0.10971], [4.58948, -0.73243, -0.14271], [5.82385, -0.43417, 0.54844], [5.76521, -0.82580, 1.91630], [6.49640, -1.86555, 2.39272], [6.29125, -2.00621, 3.63878], [5.40436, -1.06259, 4.05928], [4.88069, -0.77261, 5.31981], [4.00166, 0.28314, 5.40459], [3.61714, 1.02317, 4.27938], [4.12527, 0.75754, 3.02054], [5.03646, -0.28168, 2.93522], [3.49087, 1.91840, -1.89502], [5.20510, 1.46404, -1.78788], [4.35344, 2.09048, -0.36688], [2.07659, -2.52421, -1.09465], [4.34670, -2.77440, 0.43875], [6.01341, 0.64329, 0.46731], [6.65658, -0.99100, 0.09848], [5.16923, -1.35435, 6.18116], [3.58585, 0.55280, 6.36480], [2.90321, 1.82416, 4.39676], [3.81329, 1.31813, 2.15290]],
  "mulliken_charge": [1.617, -0.534, -0.552, 0.403, -0.499, -0.523, -1.147, -0.107, 0.056, 0.428, -1.134, 0.180, 0.478, -1.000, -1.182, -1.060, -0.502, 1.191, -0.503, -0.874, 1.986, -0.784, -0.639, -0.748, -0.919, -0.826, 0.613, -0.542, -0.393, 0.328, 0.125, 0.249, 0.457, 0.386, 0.445, 0.601, 0.351, 0.607, 0.490, 0.404, 0.375, 0.364, 0.283, 0.258, 0.716, 0.493, 0.450, 0.488, 0.428, -0.010, 0.132, -0.589, -0.701, -0.035, 0.011, -0.453, -0.612, 0.381, 0.421, 0.353, 0.327, 0.427, -0.476, 0.599, -0.264, 0.481, -1.169, -0.650, -0.676, -0.965, 0.726, 0.550, 0.420, 0.417, 0.536, -1.847, 1.111, 0.134, -0.617, -1.019, 0.335, -1.161, 0.814, -0.741, -0.529, 0.118, -0.717, -0.699, -0.399, -0.223, 0.938, 0.067, 0.576, 0.364, 0.688, 0.517, 0.596, 0.216, 0.457, 0.377, 0.493, 0.188]
}


(2)
{
  "formula": "C45H42BF4O27",
  "method": "wB97M-V/def2-TZVPD",
  "max_force_ev_per_a": 10.454,
  "e_homo_ev": -7.243,
  "total_charge": -1,
  "e_above_lowest_ev": 2.528,
  "energy_ha": -4195.332662,
  "gap_ev": 6.536,
  "symbols": ["B", "F", "F", "F", "F", "C", "C", "C", "O", "C", "C", "C", "O", "O", "O", "H", "H", "H", "H", "C", "C", "C", "O", "C", "C", "C", "O", "O", "O", "H", "H", "H", "H", "C", "C", "C", "O", "C", "C", "C", "O", "O", "O", "H", "H", "H", "H", "C", "C", "C", "O", "C", "C", "C", "O", "O", "O", "H", "H", "H", "H", "C", "C", "C", "O", "C", "C", "C", "O", "O", "O", "H", "H", "H", "H", "C", "C", "C", "O", "C", "C", "C", "O", "O", "O", "H", "H", "H", "H", "C", "C", "O", "C", "H", "H", "H", "H", "H", "H", "C", "C", "O", "C", "H", "H", "H", "H", "H", "H", "C", "C", "O", "C", "H", "H", "H", "H", "H", "H"],
  "xyz": [[-0.00475, 0.82974, 0.29685], [0.09103, 0.42918, -1.06392], [1.19596, 0.71999, 0.99999], [-0.49825, 2.06648, 0.22056], [-0.93334, 0.00880, 0.81028], [-1.10445, -6.09448, -0.35266], [-0.52210, -7.24827, 0.42636], [0.22145, -7.11719, 1.66379], [0.79925, -8.01194, 2.19531], [0.20252, -5.74545, 2.24469], [-0.46595, -4.45648, 1.52051], [-1.07147, -4.66509, 0.24193], [-1.63245, -3.86906, -0.41956], [-0.47791, -3.19643, 1.97035], [-0.57171, -8.57188, -0.16166], [-1.65074, -6.45686, -1.19457], [0.68426, -5.60474, 3.16700], [-0.81270, -2.65500, 1.35784], [0.06152, -8.93585, 0.37283], [1.69481, -6.16626, -2.89992], [0.54862, -5.94488, -3.99481], [-0.16673, -4.69007, -4.06357], [-1.19458, -4.54431, -4.81601], [0.24342, -3.64009, -3.19606], [1.39543, -3.73040, -2.13640], [2.05192, -5.05189, -2.05450], [2.86355, -5.23633, -1.13631], [1.76650, -2.71620, -1.24748], [0.24399, -6.99781, -4.80781], [2.32984, -7.06832, -2.87391], [-0.15279, -2.60511, -3.20251], [1.16284, -1.89127, -1.42297], [-0.57349, -6.68920, -5.32166], [2.88056, 5.15387, 2.30944], [1.65699, 4.37488, 2.04356], [0.48598, 4.48004, 2.90478], [-0.56013, 3.91516, 2.63210], [0.66260, 5.11807, 4.13799], [1.92405, 5.84315, 4.54210], [3.05142, 5.83860, 3.56703], [4.08137, 6.55109, 3.74844], [2.17220, 6.47846, 5.78068], [1.64824, 3.71830, 0.86136], [3.53290, 5.22516, 1.55673], [-0.12010, 5.10972, 4.79896], [1.24216, 6.43103, 6.11644], [0.88889, 3.37018, 0.73017], [-5.16249, -1.30721, -2.01519], [-4.35355, -0.90014, -0.89223], [-4.65651, -1.38325, 0.34711], [-4.00458, -1.04908, 1.34095], [-5.68367, -2.31322, 0.52347], [-6.55383, -2.74819, -0.65428], [-6.33573, -2.22803, -1.98974], [-6.94263, -2.58339, -2.95865], [-7.61521, -3.61732, -0.55281], [-3.19204, -0.14210, -1.03118], [-4.87712, -0.96142, -2.97584], [-5.78752, -2.80230, 1.52734], [-7.75615, -4.02337, 0.33116], [-2.78244, -0.23962, -0.29375], [-1.33586, 3.42990, -5.85169], [-2.05493, 2.03715, -6.07046], [-2.40510, 1.20636, -4.96586], [-2.94138, 0.10865, -5.14726], [-2.04134, 1.61824, -3.57156], [-1.39816, 2.93481, -3.35725], [-1.12624, 3.84448, -4.50726], [-0.56049, 5.00331, -4.36080], [-0.65857, 3.23419, -2.15319], [-2.23361, 1.59264, -7.32750], [-1.32925, 4.07379, -6.73362], [-2.39101, 1.08343, -2.74966], [-0.80873, 2.55864, -1.40950], [-2.66443, 0.72034, -7.49315], [1.05462, 2.11824, 5.76503], [1.57280, 1.41786, 4.54981], [2.99560, 1.72696, 4.11267], [3.47680, 1.38747, 2.99528], [3.78134, 2.62735, 4.98924], [3.26766, 3.23732, 6.22746], [1.87850, 2.98159, 6.63905], [1.46549, 3.56601, 7.68224], [4.05420, 3.91630, 7.03946], [0.80211, 0.78768, 3.72100], [0.03596, 1.95562, 6.22747], [4.72967, 2.69395, 4.97569], [4.53960, 4.24035, 6.43551], [1.18584, 0.74057, 2.88622], [1.25234, 0.24706, -4.43027], [2.09424, 0.72722, -5.55345], [2.63434, -0.06131, -6.38976], [2.47793, 2.19451, -5.65680], [0.49563, -0.15010, -4.85444], [1.19555, 0.94567, -3.62610], [1.89566, -0.66291, -3.90623], [1.45527, 2.70795, -6.03780], [3.32643, 2.36848, -6.18337], [2.34572, 2.51233, -4.66216], [4.24700, 1.04148, -0.46650], [4.41698, 1.94254, -1.62289], [5.29552, 1.81078, -2.46900], [3.52950, 3.22737, -1.72556], [5.13269, 0.60371, -0.03285], [4.04413, 0.08948, -0.57525], [3.63311, 1.56762, 0.17043], [3.86274, 4.00119, -0.97559], [2.52978, 2.93440, -1.95772], [3.66942, 3.80823, -2.60842], [-1.98504, -0.98286, 5.36102], [-2.53663, 0.52377, 5.25447], [-2.88193, 1.07780, 6.28946], [-2.68303, 1.13480, 3.87202], [-2.53205, -1.47526, 6.22025], [-0.98394, -0.97399, 5.48668], [-1.98168, -1.54810, 4.48246], [-3.19579, 2.07031, 3.91926], [-3.36268, 0.49495, 3.34275], [-1.84943, 1.21727, 3.22983]],
  "mulliken_charge": [0.430, -0.186, -0.413, -0.932, -0.212, -0.632, -0.075, 0.911, -0.582, -0.897, -0.262, 1.083, -0.443, -0.075, -0.534, 0.555, 0.504, 0.112, 0.333, -0.763, 0.198, 0.778, -0.716, -0.261, 0.277, 0.636, -0.623, -0.494, -0.550, 0.405, 0.406, 0.215, 0.373, -1.086, 0.473, 0.405, -0.552, -0.460, 0.124, 0.615, -0.636, -0.472, 0.021, 0.726, 0.551, 0.380, -0.036, -0.786, 0.236, 0.708, -0.549, -0.595, 0.595, 0.161, -0.529, -0.483, -0.016, 0.612, 0.262, 0.327, -0.118, -0.882, 0.312, 0.778, -0.672, -0.779, 0.341, 0.615, -0.649, -0.313, -0.546, 0.433, 0.879, 0.409, 0.366, -0.730, 0.479, 0.555, -0.572, -1.077, 0.600, 0.333, -0.660, -0.442, 0.188, 0.350, 0.892, 0.301, -0.053, 0.046, 0.465, -0.662, -0.561, 0.444, -0.217, 0.058, 0.122, 0.455, -0.116, -0.817, 0.773, -0.643, -0.583, 0.411, 0.367, -0.056, 0.161, -0.021, 0.430, -1.209, 0.877, -0.622, -0.630, 0.314, 0.367, 0.382, 0.416, 0.227, -0.079]
}